Record 1
ORCA calculation (ωB97M-V with the def2-TZVPD basis set) on C30H41BrN6O3S2Si2Ti as an isolated structure.

XYZ file:
```
86
Properties=species:S:1:pos:R:3:lowdin_charge:R:1
Si -3.04873 -0.57663 -1.55329 0.49
O 3.32603 -1.79663 -1.61838 -0.32
C -1.45384 -1.26201 -0.70986 -0.37
H -3.42021 -2.85028 3.29509 0.13
H 0.59575 3.39875 -4.68451 0.13
N 1.41650 -0.25769 -1.93536 -0.18
H 1.94371 1.38793 -4.21576 0.10
C 2.29812 2.29538 0.12623 -0.13
H -2.96894 -4.30796 -1.79588 0.03
H -3.64912 -2.33113 0.88517 0.11
C 2.36419 -2.95335 -5.63563 -0.01
H 3.86297 -0.34751 -7.18396 0.13
N -0.47121 -1.38786 1.36948 -0.08
Ti 0.34744 -0.22333 -0.22276 0.91
H -1.81522 -2.45070 -3.82870 0.04
H 3.71015 -2.33354 -8.66015 0.09
C 2.88059 -2.18690 -6.68117 -0.24
H -3.38364 -0.31998 -3.97539 0.05
H -0.43447 -3.53270 -3.90924 0.05
H -1.24816 -2.41697 4.44782 0.12
H -3.87170 0.34597 0.62752 0.02
H 3.46426 -2.77296 -0.06080 0.06
Si -0.89807 -2.89299 -1.58783 0.49
C 0.64706 3.76277 1.74686 0.01
C -3.88851 0.66118 -0.41895 -0.18
H 1.97461 -3.94204 -5.84432 0.13
Br -1.32943 1.72192 1.66219 1.00
C -4.30493 -1.93058 -1.86526 -0.17
H 1.95204 -2.36048 -8.59692 0.10
C -0.33834 -1.65215 2.67715 -0.13
H -1.26982 4.02917 -3.13976 0.12
O 2.18566 5.50216 1.82240 0.14
C 0.33594 2.51564 1.27723 -0.68
C 3.42695 -0.44213 -5.09684 -0.05
N 3.47145 -2.99156 0.93048 0.16
C -1.37263 -2.19618 3.39798 -0.02
H 2.92461 1.68828 -0.51689 0.09
H 3.16746 -1.46258 3.71720 0.11
H -2.95940 1.22762 -3.27280 0.04
C 0.71566 -3.36543 -0.76792 -0.17
C 1.11701 1.65132 -3.57982 0.03
H 3.89859 0.50506 -4.87019 0.12
S 2.43485 -0.53356 1.30430 0.79
C 3.42036 -0.93508 -6.38959 -0.01
C -2.58354 -2.43843 2.74556 0.00
H 3.96560 -2.96271 3.41660 0.13
C 1.88299 4.29471 1.36384 -0.28
C 2.87464 -1.21245 -4.08027 -0.29
H 1.41457 -2.53650 -0.64022 -0.04
C 0.78692 0.87856 -2.47353 -0.38
H -0.02341 4.32410 2.38048 0.14
H -5.21452 -1.42334 -2.20075 0.05
N 1.11521 1.76542 0.50021 -0.16
C -0.81452 -2.62704 -3.43005 -0.15
H 3.94968 -3.82325 1.24160 0.14
N 3.39410 -2.20446 3.07698 0.13
C -0.67836 3.14165 -2.97088 -0.02
C 2.36624 -2.48183 -4.33702 -0.06
H -4.93942 0.72708 -0.71121 0.05
H -1.73907 2.54051 -1.19740 0.09
H -3.48322 1.67154 -0.46984 0.00
C 3.13642 -2.04367 1.77973 -0.77
H -4.57678 -2.54829 -1.00991 0.03
H 0.61039 -1.40020 3.12817 0.08
H 3.05308 5.80160 1.52035 0.14
C 2.71132 3.54122 0.52662 0.05
C -1.61848 -1.63565 0.71545 -0.43
C -2.72425 0.16307 -3.25126 -0.16
H 2.86269 -3.78858 -8.11601 0.09
H -3.99955 -2.59315 -2.67518 0.03
H 0.51224 -3.79301 0.21605 0.05
C -0.94563 2.32333 -1.89918 -0.13
H 3.67052 3.91751 0.19668 0.14
S 2.96196 -0.66469 -2.42499 0.65
C -2.03592 -4.33147 -1.24031 -0.14
H 1.24029 -4.12075 -1.35879 0.06
C -2.71846 -2.15211 1.40246 -0.01
H -1.70263 0.03232 -3.60612 0.02
H -0.17698 -1.79420 -3.72811 0.02
O 3.74614 0.53497 -2.36488 -0.26
H -2.26693 -4.43354 -0.17778 0.04
H 1.99728 -3.09343 -3.52459 0.10
C 2.85808 -2.70043 -8.09067 -0.03
H -1.50347 -5.24043 -1.53682 0.05
C 0.36183 2.78287 -3.82623 0.00
N -0.24247 1.20963 -1.68178 -0.01
```

As for the charge: +2. As for the LUMO energy: -6.49 eV. Its molar mass is 781.8 g mol⁻¹. Its energy above the lowest of the compared OMol25 structures with the same formula, charge and spin is 4.4 kcal per mole. As for the largest force on an atom: 0.5 eV Å⁻¹.

---

Record 2
ORCA calculation (ωB97M-V with the def2-TZVPD basis set) on a 2-piece molecular cluster, C3H10O3 overall at a distorted geometry.

XYZ file:
```
16
Properties=species:S:1:pos:R:3:nbo_charge:R:1
O 1.15566 1.93609 -1.78788 -0.71
H -0.54745 2.20846 -0.00910 0.19
H -0.70954 -0.13935 1.33144 0.16
H -2.86651 -0.70993 0.53769 0.47
C 0.54742 0.80324 -1.14026 -0.08
H 2.31751 -4.31946 1.66624 0.46
H 2.98964 -3.07122 1.24184 0.46
H 0.47461 2.50504 -2.08086 0.46
H 1.12780 0.37335 -0.31321 0.17
O 3.22848 -4.03441 1.47477 -0.92
C -1.47416 0.56407 0.86340 -0.05
H 0.36264 0.10827 -1.95624 0.17
H -1.53646 1.30630 1.53212 0.17
H -1.55573 1.14224 -1.21126 0.22
C -0.75245 1.10845 -0.48956 -0.45
O -2.76147 0.21887 0.34087 -0.71
```

As for the LUMO energy: 0.30 eV. Its molar mass is 94.1 g mol⁻¹. Its energy above the lowest of the compared OMol25 structures with the same formula, charge and spin is 55.8 kcal per mole. As for the largest force on an atom: 6.1 eV Å⁻¹.

---

Record 3
ORCA calculation (ωB97M-V with the def2-TZVPD basis set) on C4Cl2O4SmYb as an isolated structure at a distorted geometry.

XYZ file:
```
12
Properties=species:S:1:pos:R:3:nbo_charge:R:1
C -2.94995 -1.29127 -0.24671 0.36
C 1.38312 3.24361 -0.45806 0.36
Yb 0.63855 1.26771 0.81226 2.14
O 3.94638 0.47569 2.05466 -0.16
C 2.92524 0.87474 1.68384 0.36
O 1.57988 4.14651 -1.14790 -0.16
C -1.13157 -2.98473 -0.47521 0.37
Cl -1.51717 1.40273 -0.87040 -0.52
Sm -1.26916 -1.04012 -1.90855 2.14
O -3.62482 -1.49987 0.66592 -0.18
O -1.13022 -3.75372 0.41142 -0.18
Cl 1.14972 -0.84129 -0.52127 -0.52
```

As for the charge: +4. As for the LUMO energy (spin up / spin down): -19.38 / -19.45 eV. The spin multiplicity is 7. Its expectation value of S² is 12.01. Its molar mass is 506.3 g mol⁻¹. Its energy above the lowest of the compared OMol25 structures with the same formula, charge and spin is 25.0 kcal per mole. As for the largest force on an atom: 9.0 eV Å⁻¹.

---

Record 4
ORCA calculation (ωB97M-V with the def2-TZVPD basis set) on C21H42F6Hf2O9P as an isolated structure at a distorted geometry.

XYZ file:
```
81
Properties=species:S:1:pos:R:3:lowdin_charge:R:1
C 4.47510 9.97117 8.23717 -0.51
O 6.90681 7.05611 1.98263 -0.13
H 1.14235 10.25085 3.57391 0.09
H 1.35281 7.95437 -1.30414 0.08
C 9.28241 6.88925 2.29962 0.02
C 7.82634 8.54441 3.57295 0.04
H 9.23488 5.91277 1.81948 0.09
C 4.09694 4.66431 6.68665 -0.37
P 3.58524 7.18882 3.05668 0.31
H 4.15855 2.72802 7.58643 0.10
H 3.89963 11.18369 6.63804 0.10
C 2.12297 10.66692 3.80175 -0.02
H 0.84520 3.03801 3.88465 0.05
H 8.81694 8.87018 3.87228 0.10
F 5.17639 5.02287 1.48432 -0.52
O 4.03876 10.08104 9.35355 0.10
C 7.92284 7.41469 2.58152 -0.43
C 1.44185 2.39607 0.52915 0.05
C 3.34049 10.76162 -1.55456 0.02
H 6.09929 9.15554 7.08131 0.05
C 2.71622 11.11857 2.49483 -0.49
H 2.83792 3.84703 8.18749 0.11
H 9.79588 7.60605 1.65053 0.13
H 2.69898 9.95652 4.38326 0.03
C -0.08134 4.39413 6.91727 0.00
H 0.91450 9.57104 -1.86228 0.10
H 3.20859 6.48279 7.18583 0.13
C 0.10935 3.23282 4.67054 -0.01
H 1.98427 11.59366 4.36544 0.11
H 1.14465 9.26417 -0.11389 0.10
C 4.21834 11.36647 2.43411 0.01
C 1.72402 3.63936 1.32625 -0.38
H 7.08906 9.24057 3.17363 0.10
O 3.63971 5.75782 3.48630 -0.36
H 4.78581 10.71121 3.09124 0.06
H 9.91487 6.82185 3.18438 0.11
H 4.40022 12.41810 2.65918 0.10
C 0.76284 4.77489 1.39300 0.03
O 2.77829 3.72257 1.98506 -0.14
H 6.39776 9.29690 8.84754 0.09
H 2.72381 11.46803 -0.99239 0.10
C 0.55736 4.37277 5.55596 -0.47
H 6.41738 10.74148 7.84547 0.10
C 1.49084 9.01881 -1.12454 0.02
H -1.04524 3.89212 6.82362 0.10
O 1.20599 5.30454 5.11498 0.04
H 1.91898 2.55815 -0.44042 0.12
C 2.94379 9.40065 -1.07353 -0.42
H -0.21199 4.54227 0.96402 0.11
H 0.40081 2.09055 0.47686 0.11
O 3.78872 8.57837 -0.71739 -0.11
H 4.57822 6.66133 6.06723 0.07
C 5.94714 9.76526 7.97421 -0.02
H 1.96083 1.60931 1.08075 0.10
H 0.50621 5.01367 2.42900 0.09
H 3.69586 9.49762 6.20923 0.03
H 4.44566 11.20904 1.37927 0.07
O 4.24656 7.61106 1.79171 -0.34
H 3.15437 10.92413 -2.61640 0.11
F 6.24009 5.05947 4.18735 -0.41
H -0.23698 5.37923 7.35221 0.10
H 4.89532 6.30623 7.76459 0.12
H -0.03430 2.30534 5.22237 0.10
C 3.59785 10.20469 7.03113 -0.03
F 4.17870 8.07255 4.18420 -0.05
O 2.00034 11.35765 1.54987 0.07
H -0.78776 3.48833 4.10362 0.11
C 4.21122 6.12162 6.93626 0.04
F 6.25231 8.81540 0.14158 -0.43
F 2.12802 7.66225 3.02328 0.00
H 1.13160 5.67184 0.89117 0.10
F 3.39821 6.05605 -0.29986 -0.47
Hf 4.71906 3.81112 3.32791 2.27
C 3.86695 3.74375 7.84413 0.05
H 2.54809 10.37107 7.26852 0.09
H 4.55894 4.05827 8.62829 0.12
Hf 5.38228 6.85519 0.05750 2.19
H 4.39909 10.91315 -1.35267 0.09
H 0.48882 3.82687 7.65834 0.09
O 4.07848 4.18695 5.53465 -0.13
H 7.33987 8.17686 4.48428 0.10
```

As for the charge: +3. As for the LUMO energy: -11.82 eV. Its molar mass is 940.5 g mol⁻¹. As for the largest force on an atom: 10.3 eV Å⁻¹.

---

Record 5
ORCA calculation (ωB97M-V with the def2-TZVPD basis set) on a 2-piece molecular cluster, C2H4N2O5 overall at a distorted geometry.

XYZ file:
```
13
Properties=species:S:1:pos:R:3:nbo_charge:R:1
O 1.69264 0.32243 -0.31718 -0.69
O 0.68454 1.94701 1.28740 -0.38
C -0.36529 -1.47671 0.58634 -0.49
O -1.33943 1.19313 1.10075 -0.32
H 2.20354 0.84991 0.39998 0.54
H -0.60232 -1.99123 -0.32151 0.21
C 0.35959 0.27323 -0.22556 0.41
H -1.14733 -1.06564 1.08218 0.21
O 0.24217 0.19670 -2.52171 -0.34
O -1.64065 0.17344 -1.46648 -0.35
H 0.51152 -1.89561 1.08563 0.21
N -0.42611 0.23418 -1.50145 0.48
N -0.17286 1.23914 0.81159 0.50
```

As for the LUMO energy: -0.97 eV. Its molar mass is 136.1 g mol⁻¹. Its energy above the lowest of the compared OMol25 structures with the same formula, charge and spin is 160.3 kcal per mole. As for the largest force on an atom: 5.5 eV Å⁻¹.